Record 1
Below is a cluster of 7 separate species, C31H80F12N5O4P2 in total, with properties calculated with ωB97M-V/def2-TZVPD.

Atoms and positions in Å:
C: -19.303 8.491 -3.886
N: -17.754 8.453 -3.731
C: -16.940 8.577 -5.017
C: -17.395 9.694 -2.832
C: -17.480 7.183 -2.861
C: -15.992 6.919 -2.481
O: -15.055 6.529 -3.488
H: -19.610 9.318 -4.526
H: -19.851 8.738 -2.976
H: -19.604 7.543 -4.331
H: -15.897 8.667 -4.713
H: -17.190 9.577 -5.372
H: -17.158 7.775 -5.722
H: -17.551 10.603 -3.412
H: -16.324 9.757 -2.641
H: -17.873 9.654 -1.853
H: -17.958 6.413 -3.466
H: -18.125 7.183 -1.983
H: -15.951 6.001 -1.895
H: -15.606 7.754 -1.896
H: -15.253 5.606 -3.666
C: -23.864 10.331 0.620
N: -24.936 11.327 0.121
C: -26.161 11.131 0.998
C: -24.325 12.757 0.263
C: -25.339 11.033 -1.376
C: -26.163 12.019 -2.136
O: -25.261 13.018 -2.618
H: -24.138 9.276 0.603
H: -23.627 10.587 1.653
H: -23.004 10.517 -0.023
H: -26.663 10.176 0.844
H: -26.890 11.848 0.620
H: -25.861 11.365 2.019
H: -24.048 12.946 1.300
H: -24.970 13.528 -0.159
H: -23.479 12.814 -0.423
H: -25.806 10.060 -1.222
H: -24.433 10.770 -1.923
H: -26.968 12.483 -1.567
H: -26.554 11.569 -3.048
H: -25.577 13.376 -3.451
C: -16.865 8.951 3.480
N: -18.248 8.942 4.157
C: -18.351 7.666 5.085
C: -18.376 10.206 5.059
C: -19.398 8.809 3.086
C: -19.623 9.968 2.088
O: -18.583 9.895 1.199
H: -16.148 9.070 4.292
H: -16.853 9.825 2.828
H: -16.614 8.001 3.009
H: -18.144 6.814 4.438
H: -19.400 7.601 5.371
H: -17.680 7.689 5.944
H: -18.411 11.022 4.337
H: -17.578 10.234 5.801
H: -19.369 10.030 5.473
H: -20.272 8.715 3.731
H: -19.172 7.864 2.592
H: -19.638 10.963 2.531
H: -20.535 9.837 1.505
H: -18.882 10.354 0.411
C: -18.717 17.073 1.625
N: -19.018 16.151 2.880
C: -18.973 17.037 4.151
C: -20.456 15.747 2.835
C: -18.013 14.924 2.898
C: -18.168 13.858 1.813
O: -18.017 14.361 0.524
H: -19.343 17.962 1.544
H: -18.853 16.504 0.705
H: -17.660 17.333 1.677
H: -17.943 17.093 4.504
H: -19.537 16.487 4.904
H: -19.336 18.045 3.947
H: -20.696 15.100 3.680
H: -20.661 15.285 1.869
H: -21.108 16.603 3.011
H: -18.286 14.524 3.875
H: -17.027 15.383 2.972
H: -19.150 13.441 2.037
H: -17.351 13.174 2.043
H: -18.430 13.794 -0.132
C: -19.268 16.388 -10.571
C: -18.813 16.704 -9.133
C: -19.206 15.617 -8.189
C: -18.527 15.734 -6.810
N: -18.461 14.358 -6.065
C: -17.748 14.508 -4.656
C: -16.411 13.766 -4.630
C: -16.568 12.745 -5.722
C: -17.465 13.422 -6.792
C: -19.887 13.768 -5.906
C: -21.016 14.619 -5.329
C: -22.301 13.913 -5.095
H: -19.207 17.294 -11.174
H: -20.241 15.900 -10.510
H: -18.663 15.612 -11.040
H: -19.287 17.632 -8.814
H: -17.754 16.960 -9.124
H: -18.941 14.639 -8.590
H: -20.290 15.724 -8.216
H: -19.041 16.538 -6.283
H: -17.487 16.035 -6.943
H: -18.384 13.994 -3.935
H: -17.790 15.569 -4.411
H: -16.237 13.377 -3.627
H: -15.677 14.565 -4.729
H: -16.998 11.821 -5.336
H: -15.664 12.441 -6.251
H: -17.978 12.786 -7.514
H: -16.955 14.170 -7.398
H: -19.627 12.833 -5.409
H: -20.144 13.431 -6.910
H: -21.156 15.618 -5.743
H: -20.680 14.908 -4.333
H: -22.898 14.491 -4.390
H: -22.241 12.882 -4.745
H: -22.835 13.888 -6.045
P: -20.163 12.097 -1.515
F: -21.714 12.501 -1.901
F: -19.871 11.669 -3.115
F: -19.470 13.559 -1.921
F: -18.714 11.601 -1.032
F: -20.423 12.547 0.023
F: -20.689 10.557 -1.264
P: -18.379 17.645 -2.507
F: -18.738 17.536 -4.061
F: -16.932 16.787 -2.663
F: -17.452 18.981 -2.899
F: -17.934 17.976 -0.984
F: -19.691 18.465 -2.329
F: -19.279 16.335 -2.074

Summary:
HOMO energy, eV: -15.4
Frontier orbital gap, Eh: 0.3367
Molecular weight, g mol⁻¹: 876.9
Net charge: +3
Energy above the lowest of the compared OMol25 structures with the same formula, charge and spin, kcal/mol: 32.56



Record 2
Below is a structure of composition C31H81Br3N6O6, with properties calculated with ωB97M-V/def2-TZVPD.

Atoms and positions in Å:
C: 13.384 5.063 -26.360
Br: 13.099 6.203 -24.848
Br: 14.437 5.956 -27.711
Br: 11.638 4.341 -27.127
H: 14.088 4.343 -25.942
C: 10.124 3.639 -20.898
C: 9.179 4.503 -21.623
C: 9.650 5.963 -21.788
C: 8.809 6.692 -22.823
C: 9.379 8.161 -23.046
C: 10.542 8.389 -24.043
H: 9.676 2.733 -20.491
H: 10.672 4.194 -20.136
H: 10.912 3.337 -21.589
H: 9.080 4.012 -22.591
H: 8.233 4.440 -21.085
H: 10.696 6.018 -22.088
H: 9.511 6.366 -20.785
H: 8.788 6.220 -23.805
H: 7.793 6.580 -22.445
H: 8.529 8.704 -23.458
H: 9.656 8.754 -22.175
H: 10.367 9.362 -24.503
H: 11.523 8.391 -23.567
H: 10.525 7.658 -24.851
C: 17.022 7.198 -29.941
C: 18.030 7.041 -31.020
C: 17.568 7.422 -32.435
O: 18.745 7.375 -33.291
C: 18.474 7.717 -34.623
N: 19.175 7.821 -30.648
H: 16.152 6.548 -30.039
H: 16.590 8.199 -29.933
H: 17.307 7.204 -28.889
H: 18.485 6.062 -31.173
H: 17.118 8.406 -32.299
H: 16.899 6.691 -32.890
H: 18.538 8.801 -34.709
H: 17.536 7.331 -35.023
H: 19.201 7.224 -35.269
H: 19.669 7.416 -29.866
H: 19.909 7.632 -31.315
C: 17.141 3.020 -26.911
C: 17.586 3.756 -25.591
C: 18.417 5.067 -25.810
O: 19.508 4.803 -26.730
C: 20.464 3.928 -26.252
N: 16.314 4.018 -24.974
H: 16.508 3.601 -27.581
H: 16.695 2.052 -26.684
H: 18.051 2.865 -27.491
H: 18.130 3.064 -24.948
H: 18.839 5.499 -24.903
H: 17.799 5.788 -26.345
H: 21.340 4.028 -26.893
H: 20.021 2.934 -26.305
H: 20.904 4.135 -25.276
H: 16.144 3.348 -24.237
H: 16.478 4.864 -24.447
C: 11.869 8.271 -28.109
C: 10.753 8.789 -29.031
C: 9.806 7.700 -29.445
O: 10.532 6.705 -30.141
C: 9.801 5.512 -30.558
N: 10.060 9.783 -28.192
H: 11.524 7.939 -27.130
H: 12.687 8.936 -27.835
H: 12.303 7.359 -28.520
H: 11.258 9.348 -29.819
H: 9.156 8.078 -30.234
H: 9.199 7.309 -28.628
H: 9.381 5.009 -29.687
H: 10.504 4.804 -30.997
H: 9.043 5.897 -31.239
H: 9.964 9.365 -27.278
H: 10.502 10.663 -27.968
C: 16.923 0.963 -21.950
C: 15.694 1.807 -21.698
C: 14.539 1.313 -22.475
O: 14.524 1.752 -23.794
C: 13.350 1.555 -24.581
N: 15.355 1.707 -20.219
H: 17.200 1.099 -22.995
H: 16.680 -0.087 -21.789
H: 17.749 1.221 -21.287
H: 16.015 2.840 -21.833
H: 13.662 1.832 -22.088
H: 14.394 0.237 -22.380
H: 13.506 1.366 -25.643
H: 12.785 2.478 -24.710
H: 12.721 0.733 -24.236
H: 14.417 2.018 -20.010
H: 15.470 0.748 -19.922
C: 16.689 2.248 -30.184
C: 15.789 2.744 -31.303
C: 15.288 4.161 -30.931
O: 14.066 4.412 -31.635
C: 13.481 5.663 -31.196
N: 16.569 2.806 -32.513
H: 17.571 2.802 -29.863
H: 16.999 1.212 -30.314
H: 15.955 2.061 -29.399
H: 14.988 2.014 -31.417
H: 16.059 4.909 -31.114
H: 15.150 4.271 -29.855
H: 12.576 5.875 -31.766
H: 14.209 6.457 -31.362
H: 13.159 5.694 -30.155
H: 16.729 1.973 -33.062
H: 16.049 3.315 -33.214
C: 8.390 -0.548 -26.713
C: 8.602 0.973 -26.609
C: 7.685 1.451 -25.415
O: 7.666 2.897 -25.228
C: 7.052 3.621 -26.307
N: 10.024 1.300 -26.422
H: 7.352 -0.873 -26.649
H: 9.065 -0.970 -25.968
H: 8.745 -0.721 -27.729
H: 8.220 1.404 -27.535
H: 8.031 1.058 -24.459
H: 6.654 1.109 -25.512
H: 7.443 3.552 -27.322
H: 6.864 4.674 -26.096
H: 6.109 3.159 -26.599
H: 10.262 1.209 -25.444
H: 10.131 2.302 -26.492

Summary:
HOMO energy (alpha / beta), eV: -1.3 / -5.8
Expectation value of S²: 0.75
Frontier orbital gap (alpha / beta), Eh: 0.1391 / 0.3027
Molecular weight, g mol⁻¹: 873.7
Net charge: -1
Spin multiplicity: 2



Record 3
Below is a cluster of 8 separate species, C31H83N7O13 in total, with properties calculated with ωB97M-V/def2-TZVPD.

Atoms and positions in Å:
C: -1.451 6.788 3.984
O: -0.835 6.646 2.718
C: -0.214 7.789 2.141
C: 0.350 7.393 0.841
N: 1.564 6.652 0.982
C: 2.314 6.232 -0.260
C: 1.771 4.989 -0.885
O: 2.079 3.877 -0.082
C: 1.768 2.659 -0.684
H: -2.005 7.761 3.932
H: -0.736 6.743 4.795
H: -2.127 5.916 3.954
H: 0.603 8.246 2.757
H: -0.933 8.568 2.072
H: 0.363 8.255 0.115
H: -0.320 6.676 0.317
H: 2.193 7.302 1.442
H: 3.313 5.945 0.048
H: 2.366 7.081 -0.968
H: 2.329 4.933 -1.840
H: 0.712 5.040 -1.121
H: 2.267 2.555 -1.674
H: 0.670 2.458 -0.812
H: 2.115 1.961 0.087
C: 7.366 -1.681 0.189
O: 6.075 -1.219 -0.040
C: 5.727 -0.016 0.641
C: 4.185 0.193 0.573
N: 3.493 -0.252 1.794
C: 3.626 0.624 2.975
C: 3.323 -0.185 4.184
O: 4.395 -0.980 4.623
C: 4.041 -1.945 5.610
H: 8.074 -0.849 0.016
H: 7.534 -2.575 -0.378
H: 7.556 -1.967 1.232
H: 6.330 0.809 0.153
H: 6.010 -0.072 1.708
H: 3.799 -0.519 -0.161
H: 3.969 1.233 0.333
H: 2.512 -0.440 1.573
H: 2.871 1.447 2.879
H: 4.601 1.132 3.053
H: 2.534 -0.855 3.822
H: 2.818 0.424 4.924
H: 4.996 -2.218 6.154
H: 3.530 -2.782 5.165
H: 3.332 -1.514 6.314
C: -3.287 -2.302 -0.971
O: -2.529 -3.121 -0.137
C: -2.976 -3.061 1.226
C: -2.063 -2.241 2.144
N: -0.817 -3.028 2.513
C: 0.148 -3.172 1.383
C: 1.572 -3.536 1.800
O: 2.405 -3.608 0.686
C: 3.790 -3.496 1.079
H: -3.772 -3.002 -1.659
H: -2.606 -1.580 -1.439
H: -4.015 -1.678 -0.463
H: -3.096 -4.120 1.587
H: -3.968 -2.629 1.203
H: -2.627 -1.998 3.056
H: -1.814 -1.300 1.625
H: -1.072 -3.937 2.806
H: 0.149 -2.231 0.830
H: -0.205 -3.929 0.636
H: 1.704 -4.528 2.341
H: 1.951 -2.760 2.432
H: 4.070 -4.411 1.577
H: 3.919 -2.687 1.766
H: 4.360 -3.270 0.160
C: -2.786 1.136 1.623
O: -3.485 0.770 0.471
C: -3.248 1.703 -0.562
C: -4.545 1.856 -1.332
N: -5.077 0.539 -1.664
C: -6.236 0.588 -2.470
C: -7.537 1.162 -1.976
O: -8.005 0.376 -0.937
C: -9.009 0.949 -0.207
H: -1.692 1.004 1.485
H: -3.130 0.489 2.446
H: -3.010 2.214 1.826
H: -2.472 1.292 -1.213
H: -2.925 2.671 -0.157
H: -4.352 2.406 -2.235
H: -5.215 2.477 -0.780
H: -5.286 0.158 -0.761
H: -6.497 -0.426 -2.790
H: -5.890 1.179 -3.314
H: -8.306 1.152 -2.829
H: -7.468 2.197 -1.566
H: -9.163 0.161 0.546
H: -9.951 0.940 -0.755
H: -8.756 1.889 0.301
C: 2.405 -6.121 -3.008
O: 1.426 -5.136 -3.378
C: 1.007 -4.191 -2.440
C: -0.005 -3.244 -2.925
N: 0.509 -2.465 -4.085
C: -0.591 -1.940 -4.897
C: -0.203 -1.787 -6.361
O: 0.165 -3.000 -6.988
C: -0.959 -3.778 -7.316
H: 3.282 -5.660 -2.564
H: 2.647 -6.677 -3.910
H: 1.939 -6.789 -2.263
H: 1.869 -3.630 -2.099
H: 0.507 -4.635 -1.543
H: -0.274 -2.583 -2.098
H: -0.916 -3.794 -3.247
H: 0.997 -3.178 -4.646
H: -0.867 -0.940 -4.546
H: -1.466 -2.584 -4.788
H: 0.685 -1.162 -6.359
H: -1.065 -1.309 -6.952
H: -0.536 -4.530 -8.004
H: -1.708 -3.199 -7.911
H: -1.460 -4.230 -6.430
C: 0.109 0.186 3.487
O: 0.350 -0.082 2.305
N: 0.008 1.531 3.850
N: -0.160 -0.830 4.430
H: 0.141 1.652 4.841
H: 0.544 2.232 3.366
H: -0.370 -1.752 4.051
H: -0.723 -0.554 5.226
O: 1.669 -0.206 -2.858
H: 1.319 -0.939 -3.427
H: 2.313 0.334 -3.314
O: 0.087 -0.274 -0.628
H: 0.515 -0.113 0.227
H: 0.776 -0.141 -1.324

Summary:
HOMO energy, eV: -8.3
Frontier orbital gap, Eh: 0.3241
Molecular weight, g mol⁻¹: 762.0
Structure (SMILES): COCCNCCOC.COCCNCCOC.COCCNCCOC.COCCNCCOC.COCCNCCOC.NC(N)=O.O.O
Energy above the lowest of the compared OMol25 structures with the same formula, charge and spin, kcal/mol: 19.01